1.
The following is a DFT calculation (ωB97M-V with the def2-TZVPD basis set) of the molecule C28H31N3O4.

```
66
Properties=species:S:1:pos:R:3:forces:R:3
C -5.95165 -1.22131 0.91230 0.3 0.2 0.1
C -4.87032 -0.65119 0.06689 -0.4 -0.2 -0.6
C -4.72583 -0.56516 -1.28524 -0.1 -0.1 0.6
C -3.47512 0.05734 -1.51847 0.3 0.3 0.5
C -2.94338 0.31035 -0.28984 0.1 0.3 -0.9
O -3.79354 -0.11498 0.67920 0.0 0.1 0.4
C -1.66434 0.92166 0.16326 -0.2 0.1 0.1
N -0.59622 -0.07672 0.33888 -0.2 0.0 -0.1
C 0.31913 0.15174 1.30323 0.1 -0.3 0.1
O 0.31940 1.19686 1.94199 0.1 0.2 0.3
C 1.34495 -0.93091 1.56349 0.2 0.1 0.0
C 2.38851 -0.99041 0.48930 0.0 0.2 0.0
C 2.63605 -0.07307 -0.48978 -0.2 -0.1 0.3
N 3.69222 -0.47940 -1.25966 0.1 0.2 -0.3
C 4.15411 -1.67270 -0.78632 0.0 -0.4 0.4
C 5.19974 -2.47650 -1.22279 0.1 0.0 -0.1
C 5.43366 -3.64742 -0.53540 0.1 0.1 -0.1
C 4.64859 -4.01681 0.56091 0.0 -0.2 0.2
C 3.61158 -3.22546 0.99927 0.0 0.0 0.0
C 3.35262 -2.03312 0.32379 0.2 0.1 -0.4
H 3.01098 -3.51649 1.84821 -0.1 -0.1 0.1
H 4.86721 -4.94367 1.07036 0.0 -0.1 0.0
H 6.23922 -4.29562 -0.84681 0.1 0.0 0.0
H 5.80570 -2.19059 -2.06994 0.1 0.0 -0.1
H 4.06828 0.02660 -2.04268 -0.1 -0.1 0.1
H 2.12366 0.84439 -0.70189 -0.1 0.2 -0.1
H 1.82366 -0.69105 2.51802 -0.2 0.0 -0.1
H 0.85504 -1.90227 1.66244 0.0 0.0 0.0
C -0.61215 -1.22237 -0.54183 0.0 -0.5 -0.2
C -1.58918 -2.26299 -0.08524 0.1 0.1 0.8
C -1.99826 -2.63840 1.16054 0.4 0.3 -0.6
C -2.95803 -3.66303 0.96771 -0.1 -0.2 -0.5
C -3.05575 -3.83344 -0.37657 -0.3 -0.4 0.7
O -2.23182 -2.98962 -1.02171 0.3 0.2 -0.4
H -3.64995 -4.49256 -0.97690 0.0 0.0 -0.2
H -3.49215 -4.19486 1.72821 -0.2 -0.2 0.1
H -1.67807 -2.22659 2.09575 0.1 0.2 0.2
H 0.39582 -1.64065 -0.61252 -0.2 0.1 -0.1
H -0.90454 -0.88557 -1.54140 0.1 -0.1 0.1
H -1.83161 1.36525 1.15260 0.0 -0.1 -0.2
C -1.13613 2.01220 -0.79642 -0.3 -0.3 0.5
O -1.31624 1.99315 -1.99700 0.0 -0.1 -0.4
N -0.44368 2.95291 -0.14103 0.3 0.5 0.4
H -0.20256 2.77624 0.82816 -0.2 -0.2 -0.1
C 0.20495 4.06927 -0.79782 0.0 0.2 -0.5
C 0.05943 5.33061 0.05656 -0.1 -0.2 0.1
C 0.88222 5.24378 1.34095 0.1 0.3 -0.2
C 2.34872 4.96643 1.02559 -0.1 -0.2 0.2
C 2.47970 3.67241 0.22861 0.1 0.2 -0.2
C 1.68554 3.77775 -1.07070 -0.1 -0.2 0.1
H 1.76258 2.85655 -1.65241 0.0 0.0 -0.1
H 2.09107 4.58824 -1.68017 0.0 0.0 -0.1
H 2.10944 2.84040 0.83121 0.0 -0.1 0.0
H 3.53058 3.47719 0.00268 0.0 -0.1 0.0
H 2.91885 4.89026 1.95315 0.1 0.1 0.0
H 2.76061 5.79549 0.44442 0.1 0.1 0.0
H 0.49721 4.44771 1.98119 0.0 0.0 0.1
H 0.79029 6.18209 1.89188 -0.1 -0.1 0.1
H -0.99436 5.48463 0.29607 0.0 0.0 -0.1
H 0.39929 6.18513 -0.53205 0.0 0.1 0.0
H -0.31615 4.19928 -1.75346 0.1 0.0 0.2
H -3.03803 0.30495 -2.46296 0.2 0.1 -0.1
H -5.41982 -0.90407 -2.02678 -0.2 -0.1 -0.1
H -6.30428 -0.48121 1.62897 -0.1 0.0 0.1
H -6.77953 -1.53671 0.28488 0.0 0.0 0.0
H -5.57952 -2.08066 1.46968 0.0 -0.1 0.0
```
Forces are in eV/Å.

Output
HOMO level: -7.97 eV
Energy relative to the best compared isomer or geometry (same formula, charge and spin): 10.3 kcal per mole
E: -42200.5478 eV
Structure (SMILES): Cc1ccc([C@H](C(=O)NC2CCCCC2)N(Cc2ccco2)C(=O)Cc2c[nH]c3ccccc23)o1
2S+1: 1
M: 473.57 g/mol

Here are the Mulliken charges for atoms 1 to 5, given in e:
1. C -1.25
2. C 0.45
3. C -1.01
4. C -0.43
5. C -0.40

2.
The following is a DFT calculation (ωB97M-V with the def2-TZVPD basis set) of the molecule C9H12N2.

```
23
Properties=species:S:1:pos:R:3:forces:R:3
C -2.51834 -1.24844 0.05853 -0.9 -0.1 -0.1
C -2.51742 0.17399 -0.05006 1.3 -3.3 0.5
C -0.47449 -0.78360 0.04115 -0.8 0.4 1.1
C 1.05004 0.89512 0.14672 -0.6 -0.1 0.9
C -0.15484 1.45629 0.02719 0.4 -0.2 0.3
C 0.99179 -0.60758 0.08389 -0.2 0.1 -0.8
C -0.65975 2.83398 -0.11888 -1.7 -1.3 2.1
C 1.62665 -0.98345 -1.27012 0.3 -3.3 1.1
C 1.56965 -1.44339 1.18192 2.9 -2.1 1.4
N -1.24220 -1.81150 0.20426 -1.4 0.8 -1.3
N -1.16118 0.41327 0.01826 2.0 0.2 -0.9
H -3.32411 -2.00349 -0.05741 0.3 1.2 0.4
H -3.27659 0.91959 -0.06604 -0.3 0.2 -0.1
H 1.94084 1.38660 0.42446 0.9 0.7 -0.3
H -1.19937 2.73680 -0.99830 -1.9 0.1 -1.7
H -0.12025 3.70121 -0.30924 2.0 1.0 0.3
H -1.36369 2.97767 0.74479 0.4 0.3 -0.9
H 2.67229 -0.75310 -1.27879 0.7 0.4 0.1
H 1.16096 -0.52851 -2.09676 -0.7 0.5 -1.0
H 1.59804 -2.14232 -1.34901 -0.2 1.9 -0.2
H 2.71139 -1.39680 1.30004 -1.3 0.2 -0.8
H 1.39139 -2.57385 1.17399 -0.2 1.6 -0.8
H 1.29917 -1.21850 2.18941 -0.9 0.8 0.6
```
Forces are in eV/Å.

Output
HOMO level: -8.14 eV
Energy relative to the best compared isomer or geometry (same formula, charge and spin): 56.9 kcal per mole
E: -12506.2659 eV
Structure (SMILES): CC1=CC(C)(C)c2nccn21
2S+1: 1
M: 148.21 g/mol

Here are the Mulliken charges for atoms 1 to 5, given in e:
1. C -0.72
2. C 0.00
3. C -0.72
4. C -1.30
5. C 0.75

3.
The following is a DFT calculation (ωB97M-V with the def2-TZVPD basis set) of a cluster of 2 separate species, C9H14 in total.

```
23
Properties=species:S:1:pos:R:3:forces:R:3
C -0.30275 0.50790 -2.39518 -1.1 1.4 -0.5
C 2.22555 -0.03092 0.43658 -0.5 -1.6 -0.4
C 2.27458 -1.42414 0.43780 0.3 1.5 0.3
C 1.33698 0.57805 -0.47850 0.0 1.2 -0.2
C 0.62202 -0.18008 -1.45391 -0.6 0.2 -0.1
C 1.43959 -2.19441 -0.42164 0.6 -0.3 0.5
C 0.62922 -1.53825 -1.42192 1.1 -0.9 0.9
H 2.78024 0.60119 1.11752 0.3 -0.2 0.1
H 3.01827 -1.86795 1.09693 -0.2 -0.4 0.0
H 1.40170 1.66457 -0.54373 -0.4 -0.1 -0.2
H 1.68602 -3.25266 -0.42548 -0.4 -0.1 -0.4
H -0.74080 -0.12853 -3.16241 0.2 -0.4 0.0
H 0.09566 1.38353 -2.93562 0.5 -0.3 0.1
H 0.07500 -2.19389 -2.08265 -0.2 0.4 -0.3
H -1.18222 0.99443 -1.90978 0.3 -0.4 0.3
C -2.43733 0.36885 1.80439 -0.3 -1.2 -0.6
C -1.41823 1.47455 1.72871 0.0 -0.1 0.4
H -3.39652 0.61180 2.26391 0.0 0.2 -0.1
H -2.60447 -0.07890 0.81686 -0.2 0.3 0.0
H -2.02016 -0.49736 2.33031 0.0 0.3 0.4
H -1.59903 2.22268 0.95645 0.0 -0.2 -0.2
H -0.46580 0.97054 1.56819 0.2 0.6 -0.2
H -1.41752 2.00903 2.67316 0.3 0.2 0.3
```
Forces are in eV/Å.

Output
HOMO level (alpha / beta): 0.90 / -3.28 eV
Net charge: -1
Energy relative to the best compared isomer or geometry (same formula, charge and spin): 8.8 kcal per mole
E: -9558.4169 eV
2S+1: 2
M: 122.21 g/mol

Here are the Mulliken charges for atoms 1 to 5, given in e:
1. C -1.37
2. C -0.80
3. C -0.03
4. C -0.64
5. C 0.70

4.
The following is a DFT calculation (ωB97M-V with the def2-TZVPD basis set) of the molecule C19H20N2O4S.

```
46
Properties=species:S:1:pos:R:3:forces:R:3
C -1.32630 1.57862 -2.21384 0.2 -0.4 0.0
H -2.07530 1.41530 -2.98347 0.0 0.1 0.0
H -0.51341 2.19363 -2.58655 0.0 0.1 0.0
H -1.78294 2.04176 -1.34364 -0.1 0.1 0.0
S -0.65372 -0.00860 -1.63807 0.0 0.0 -0.2
C 0.52679 -0.40851 -2.91499 -0.3 0.1 0.3
C 0.24354 -0.19160 -4.25250 0.1 0.0 0.0
C 1.16116 -0.55015 -5.22426 0.0 0.0 -0.1
C 2.35718 -1.14483 -4.86023 -0.1 0.0 0.0
C 2.65162 -1.36546 -3.52717 0.1 -0.1 0.0
C 1.74544 -0.99404 -2.54089 0.0 0.0 -0.4
N 2.00444 -1.15228 -1.18225 -0.4 0.3 0.2
C 2.91822 -1.93519 -0.55883 -0.2 0.0 0.4
O 3.71284 -2.66550 -1.10583 0.2 -0.1 -0.1
C 2.85535 -1.80454 0.96938 0.4 0.1 0.1
N 1.55358 -1.42266 1.46645 0.2 -0.2 -0.1
C 1.35082 -0.12712 1.82764 0.0 0.1 0.1
O 2.24585 0.69765 1.77299 0.0 0.2 -0.1
C -0.03387 0.25072 2.24208 -0.1 0.3 0.1
C -0.65165 1.26730 1.52905 -0.1 0.0 0.2
C -1.93695 1.67452 1.85037 0.0 0.0 0.1
C -2.60616 1.07001 2.91939 0.0 0.0 -0.1
C -1.95615 0.09762 3.67091 -0.1 0.1 -0.1
C -0.68239 -0.31477 3.33516 0.0 0.1 -0.1
H -0.18946 -1.06995 3.92729 0.0 -0.1 0.1
H -2.48023 -0.32995 4.51055 -0.1 -0.1 0.1
O -3.88930 1.40624 3.25914 0.3 -0.2 0.2
C -4.55672 2.15226 2.26555 0.0 0.4 -0.5
C -3.64089 3.24698 1.72040 -0.5 0.0 0.3
H -4.14473 3.84298 0.95817 0.0 0.0 0.1
O -2.51332 2.66944 1.09932 0.3 -0.3 -0.1
H -3.32085 3.89664 2.54605 0.0 0.0 -0.1
H -5.44373 2.57564 2.73871 0.1 0.0 -0.1
H -4.85811 1.49039 1.44170 0.0 0.1 0.1
H -0.13793 1.75429 0.71650 0.1 0.1 -0.1
C 0.53410 -2.44297 1.40342 -0.2 -0.2 0.1
H 0.64219 -3.00543 0.47450 0.0 0.0 0.0
H -0.45620 -1.99464 1.42537 0.0 -0.1 0.0
H 0.63160 -3.13878 2.24144 -0.1 0.0 0.0
H 3.56462 -1.02269 1.26231 -0.1 -0.2 -0.1
H 3.17294 -2.75319 1.40957 0.0 0.1 -0.1
H 1.37981 -0.61408 -0.58961 0.2 -0.1 0.0
H 3.57942 -1.82708 -3.23289 0.1 0.0 0.0
H 3.06869 -1.43625 -5.61741 0.1 0.0 -0.1
H 0.93216 -0.37327 -6.26411 0.0 0.0 -0.1
H -0.69793 0.25110 -4.53956 -0.1 0.0 0.0
```
Forces are in eV/Å.

Output
HOMO level: -8.24 eV
Energy relative to the best compared isomer or geometry (same formula, charge and spin): 19.0 kcal per mole
E: -42033.6134 eV
Structure (SMILES): CSc1ccccc1NC(=O)CN(C)C(=O)c1ccc2c(c1)OCCO2
2S+1: 1
M: 372.45 g/mol

Here are the Mulliken charges for atoms 1 to 5, given in e:
1. C -0.81
2. H 0.37
3. H 0.38
4. H 0.13
5. S 0.00

5.
The following is a DFT calculation (ωB97M-V with the def2-TZVPD basis set) of a structure of composition C22H35NO4P2Zn.

```
65
Properties=species:S:1:pos:R:3:forces:R:3
P -1.44984 -0.58770 -3.74980 0.5 -0.6 -0.1
P -0.49638 -3.44941 -1.18455 -0.6 -1.0 -1.5
C -0.97803 -2.34620 -3.87525 -0.4 -0.5 -0.7
C -1.47414 -3.29684 -2.77593 -0.2 -0.4 -0.1
H 0.10561 -2.45589 -4.05681 -0.5 0.2 0.1
H -1.46387 -2.63656 -4.82487 0.2 -0.2 0.2
H -2.52191 -3.08205 -2.50695 0.3 0.0 -0.1
H -1.46243 -4.31362 -3.20700 -0.1 0.3 0.1
C 0.87150 -4.46474 -1.87766 0.0 -0.1 0.1
H 1.66376 -4.57375 -1.12985 -0.1 0.0 -0.2
H 1.30025 -4.00156 -2.77275 0.0 0.0 0.3
H 0.49342 -5.45609 -2.14702 0.1 0.2 0.0
C -1.45632 -4.80787 -0.42111 -0.4 -0.6 0.0
H -1.21626 -5.75376 -0.92962 -0.2 0.2 0.3
H -2.53346 -4.62600 -0.52795 0.2 0.0 0.2
H -1.20342 -4.90004 0.63988 -0.1 0.0 -0.2
C -0.75721 0.17144 -5.21989 -0.3 0.0 -0.6
H -0.59568 1.24420 -5.06107 0.1 -0.3 0.2
H -1.47276 0.03381 -6.03940 0.2 0.0 0.0
H 0.19338 -0.30571 -5.49455 -0.2 0.2 0.2
C -3.24442 -0.49048 -3.83590 -0.4 -0.4 -0.7
H -3.70986 -1.21031 -3.15021 0.1 0.2 -0.2
H -3.54109 -0.72150 -4.86703 -0.3 0.0 0.3
H -3.57797 0.52605 -3.58605 0.2 -0.3 0.0
Zn -1.03564 0.55790 2.34089 1.1 1.8 0.9
C 0.77309 -2.00554 -0.45286 3.4 3.1 1.7
C 1.91243 -1.74920 -1.26922 -1.0 -1.6 2.0
C 1.74911 -0.92181 -2.43780 -0.3 1.5 -1.2
C 1.63473 0.64871 -2.21943 1.6 -0.8 -0.7
C 0.30216 1.14689 -2.45430 -2.1 1.2 -0.5
C -0.94280 0.38626 -2.31946 0.8 1.5 1.8
C -1.19390 -0.39475 -0.97720 -1.2 0.6 -0.1
C -0.03331 -0.70080 -0.04419 -0.2 -1.2 -0.6
C -0.89105 2.26188 1.27695 -0.5 -0.2 0.0
H 1.02152 -2.57808 0.46264 0.0 0.1 -0.4
H 2.81971 -2.33736 -1.15084 -0.3 -0.1 0.0
H 0.75876 -1.22061 -2.83742 0.7 0.4 -0.3
H 2.50590 -1.12627 -3.22090 -0.3 0.0 0.3
H 2.01790 0.96092 -1.23136 0.5 -0.5 -0.1
H 2.29198 1.10849 -2.98991 0.0 -0.1 0.6
H 0.21140 2.13479 -2.91787 -0.1 -0.3 0.2
H -1.75340 1.14938 -2.36480 0.3 -0.3 -0.1
H -1.76743 -1.33323 -1.14061 0.2 0.3 0.0
H -1.89928 0.24671 -0.42319 0.2 -0.2 -0.1
H 0.63238 0.16168 0.11316 -0.2 -0.5 -0.3
H -0.51528 -0.88776 0.95269 0.2 -0.5 -0.2
H -1.34505 3.02588 1.92438 -0.1 -0.2 -0.3
H -1.35615 2.20175 0.29360 0.1 0.4 0.1
H 0.16906 2.50734 1.17768 0.0 -0.3 0.0
O 1.06636 0.87079 3.57932 -2.0 0.8 1.1
C 0.25953 1.50904 4.34161 -0.2 -1.4 -1.3
O -1.03843 1.35620 4.28543 1.8 -0.3 -0.1
C 0.82355 2.53284 5.27234 0.4 1.1 0.5
C 0.00642 3.52994 5.85385 0.4 -0.5 -0.1
C 0.56630 4.58584 6.56384 0.6 0.2 0.2
C 1.96440 4.66752 6.70761 -0.8 -1.8 -1.3
C 2.79297 3.64812 6.18642 -0.4 0.6 0.3
C 2.22019 2.60723 5.46692 -0.4 -0.1 0.0
N 2.55826 5.84856 7.24356 1.6 2.5 1.5
O 1.81868 6.77652 7.63333 1.1 -1.7 -0.7
O 3.80956 5.91501 7.29587 -2.4 -0.3 -0.2
H -1.07040 3.48078 5.73170 0.2 -0.1 -0.1
H -0.04746 5.37533 6.99668 0.2 -0.2 -0.2
H 3.86882 3.71044 6.32955 -0.3 0.0 -0.1
H 2.86150 1.84721 5.02265 -0.3 0.2 0.1
```
Forces are in eV/Å.

Output
HOMO level: -4.68 eV
Energy relative to the best compared isomer or geometry (same formula, charge and spin): 136.0 kcal per mole
E: -100047.5053 eV
2S+1: 1
M: 504.86 g/mol

Here are the Mulliken charges for atoms 1 to 5, given in e:
1. P 1.31
2. P 1.22
3. C -0.89
4. C -1.34
5. H 0.57

6.
The following is a DFT calculation (ωB97M-V with the def2-TZVPD basis set) of a structure of composition AsF6H18O9.

```
34
Properties=species:S:1:pos:R:3:forces:R:3
As 12.22794 7.34776 -11.05314 -1.1 1.2 -0.1
F 13.73805 6.36844 -11.15401 -1.2 1.0 0.0
F 11.38566 6.06669 -12.01779 1.4 2.0 1.7
F 10.69524 8.31346 -10.86571 2.2 -1.7 -0.6
F 13.02212 8.49205 -9.99255 -0.2 -1.3 -1.5
F 12.73870 8.24957 -12.53967 -1.1 -1.1 2.9
F 11.77437 6.36377 -9.61565 0.3 0.3 -0.7
O 13.56458 7.93238 -14.87755 0.3 -0.1 -0.8
H 13.07286 8.08983 -14.07153 0.0 0.0 -0.2
H 13.69082 6.98381 -14.90025 0.0 -0.2 -0.1
O 8.12095 6.92128 -11.77748 -0.2 0.0 0.0
H 7.88924 6.02454 -11.53585 -0.1 -0.1 -0.1
H 9.00203 7.04491 -11.42443 0.3 0.3 0.1
O 10.23514 4.70905 -13.66215 -0.5 -0.8 -0.4
H 10.71859 5.30366 -13.08861 -0.2 0.1 -0.3
H 10.84608 4.51045 -14.37175 0.0 -0.1 -0.3
O 13.18636 10.09342 -8.02431 0.2 0.3 0.6
H 12.85632 10.89613 -8.42801 -0.1 0.2 -0.1
H 13.32951 9.49667 -8.75890 0.0 0.1 0.2
O 9.16923 3.97129 -9.82157 0.5 -0.1 0.3
H 9.70997 4.14149 -10.59284 0.1 0.1 -0.6
H 8.27304 4.13313 -10.11633 -0.3 -0.1 0.2
O 13.78123 3.80841 -11.58250 -0.5 -1.2 0.1
H 14.48108 3.88097 -12.23149 0.4 0.0 -0.4
H 13.70589 4.68757 -11.21150 0.0 1.0 0.4
O 15.15908 11.27845 -11.07816 -0.1 0.2 -0.2
H 15.68762 11.43368 -10.29534 0.1 0.1 0.2
H 15.02892 10.33031 -11.09572 -0.1 -0.3 -0.1
O 16.10303 5.06836 -9.95833 -0.3 -0.2 0.1
H 16.40355 4.34463 -10.50798 0.2 -0.3 0.0
H 16.20725 5.84574 -10.50701 0.0 0.4 -0.1
O 11.62709 3.87246 -8.53956 1.3 -1.1 0.8
H 10.70066 3.69666 -8.70410 -1.8 -0.3 -0.3
H 11.78135 4.73236 -8.93072 0.4 1.8 -0.7
```
Forces are in eV/Å.

Output
HOMO level (alpha / beta): -10.82 / -10.82 eV
Energy relative to the best compared isomer or geometry (same formula, charge and spin): 30.2 kcal per mole
E: -95861.2206 eV
2S+1: 2
M: 351.04 g/mol

Here are the Mulliken charges for atoms 1 to 5, given in e:
1. As 2.10
2. F -0.59
3. F -0.84
4. F -0.50
5. F -0.52